Record 1
A structure of composition C41H38N4O2P3Se3V, computed with the ωB97M-V functional and the def2-TZVPD basis.

XYZ file:
```
92
Properties=species:S:1:pos:R:3:mulliken_charge:R:1
V 1.282 0.255 0.304 -0.6872
C 1.536 0.212 4.635 -2.0226
C 1.437 0.531 3.179 0.5960
N 0.980 -0.292 2.303 1.6855
O 0.587 -1.511 2.787 -0.7632
C 1.904 1.827 2.685 0.0346
C 2.494 2.882 3.559 -2.1865
N 1.810 1.951 1.388 1.3865
O 2.151 3.002 0.747 -0.8271
H 0.880 -0.613 4.900 0.4902
H 1.290 1.091 5.231 0.3799
H 2.563 -0.070 4.881 0.3361
H 0.242 -2.002 2.009 0.1240
H 1.793 3.244 4.317 0.3406
H 2.776 3.719 2.922 0.4014
H 3.384 2.523 4.083 0.4435
N -2.154 1.377 -0.625 0.2830
P -2.957 -0.138 -0.264 0.2394
C -4.652 0.607 -0.363 0.0294
C -5.078 1.685 0.413 -0.1084
C -6.349 2.208 0.255 -0.6850
C -7.217 1.661 -0.684 -0.3821
C -6.806 0.592 -1.462 -0.5923
C -5.528 0.069 -1.298 -0.4314
C -2.800 -0.188 1.563 1.2475
C -2.263 0.829 2.341 -0.5319
C -2.170 0.694 3.718 -0.7493
C -2.618 -0.462 4.337 -0.6881
C -3.167 -1.482 3.571 -0.5761
C -3.253 -1.346 2.194 -1.2525
P -0.549 1.872 -0.583 1.2149
C -0.821 3.595 -0.001 0.5218
C -1.382 4.545 -0.851 -0.8580
C -1.737 5.801 -0.382 -0.7980
C -1.545 6.122 0.952 -0.6725
C -1.000 5.180 1.812 -1.0234
C -0.642 3.927 1.340 0.2870
C -0.091 2.130 -2.323 0.4133
C 0.887 3.061 -2.666 -0.4457
C 1.311 3.167 -3.980 -0.6049
C 0.778 2.332 -4.953 -0.6227
C -0.176 1.385 -4.609 -0.5602
C -0.611 1.281 -3.296 -0.8621
H -2.722 1.929 -1.259 0.5649
H -4.403 2.114 1.145 0.2918
H -6.668 3.043 0.866 0.4017
H -8.212 2.071 -0.805 0.3702
H -7.476 0.160 -2.195 0.3884
H -5.207 -0.774 -1.900 0.3782
H -1.922 1.741 1.874 0.4812
H -1.736 1.495 4.306 0.4780
H -2.530 -0.575 5.410 0.3930
H -3.505 -2.395 4.042 0.3899
H -3.655 -2.160 1.602 0.6547
H -1.537 4.311 -1.898 0.4591
H -2.165 6.526 -1.064 0.4191
H -1.821 7.102 1.321 0.3822
H -0.845 5.422 2.856 0.4681
H -0.215 3.207 2.023 0.1576
H 1.335 3.680 -1.898 0.4390
H 2.086 3.878 -4.238 0.4449
H 1.123 2.403 -5.977 0.3728
H -0.578 0.716 -5.360 0.4254
H -1.331 0.519 -3.016 0.2781
Se 3.744 -0.270 0.304 -0.4791
P 2.898 0.106 -1.722 0.7653
Se -0.008 -1.530 -0.682 -0.5966
C 3.296 -1.324 -2.763 0.2808
C 4.614 -1.762 -2.895 -0.0031
C 4.907 -2.860 -3.682 -0.7272
C 3.884 -3.537 -4.337 -0.3864
C 2.574 -3.109 -4.207 -0.8366
C 2.279 -2.000 -3.425 -0.0661
C 3.842 1.461 -2.498 0.8168
C 4.132 2.611 -1.763 -0.7900
C 4.738 3.692 -2.380 -0.5537
C 5.060 3.644 -3.731 -0.5772
C 4.768 2.506 -4.466 -0.6272
C 4.158 1.420 -3.854 -0.6210
H 5.405 -1.242 -2.366 0.3921
H 5.931 -3.199 -3.776 0.3838
H 4.113 -4.409 -4.938 0.3592
H 1.771 -3.646 -4.695 0.3984
H 1.252 -1.677 -3.301 0.3187
H 3.858 2.656 -0.716 0.3028
H 4.956 4.580 -1.800 0.4237
H 5.538 4.493 -4.207 0.3503
H 5.013 2.459 -5.520 0.3715
H 3.929 0.538 -4.438 0.4169
Se -1.302 -3.664 0.997 -0.1398
C -0.165 -4.904 0.224 0.3157
N 0.522 -5.705 -0.248 -0.6535
```

The total energy comes out at -302784.450 eV. As for the spin multiplicity: 4. Its HOMO energy (spin up / spin down) is -3.768 / -4.557 eV. The calculation puts the molar mass at 999.5 g/mol. As for the total charge: -1. The calculation puts the HOMO-LUMO gap (spin up / spin down) at 6.10 / 6.13 eV.

---

Record 2
A cluster of 3 separate species, CH2O4S in total at a distorted geometry, computed with the ωB97M-V functional and the def2-TZVPD basis.

XYZ file:
```
8
Properties=species:S:1:pos:R:3:mulliken_charge:R:1
C -0.878 -0.332 -0.537 0.2918
O -2.231 1.356 2.282 -0.3737
O -0.377 2.568 1.386 -0.3880
O -1.505 0.596 -0.609 -0.2368
O 1.155 -0.079 -0.071 -0.6504
S -1.793 2.358 1.375 0.7590
H -1.117 -1.464 -0.707 0.2849
H 0.752 0.636 0.507 0.3131
```

The total energy comes out at -20090.850 eV. Its HOMO energy (spin up / spin down) is -10.332 / -10.334 eV. The calculation puts the molar mass at 110.1 g/mol. The calculation puts the HOMO-LUMO gap (spin up / spin down) at 9.08 / 9.08 eV.

---

Record 3
An isolated molecule of C5H8O at a distorted geometry, computed with the ωB97M-V functional and the def2-TZVPD basis.

XYZ file:
```
14
Properties=species:S:1:pos:R:3:mulliken_charge:R:1
C -0.355 -1.499 0.575 -1.4115
C -0.078 -0.197 -0.197 0.0931
C -1.024 0.938 0.167 -0.4236
O -0.889 1.906 -0.847 -0.4552
C 1.334 0.199 -0.103 -0.6082
C 2.509 0.463 -0.122 0.2229
H 0.249 -1.594 1.487 0.3533
H -0.111 -2.342 -0.069 0.3536
H -1.409 -1.572 0.869 0.3445
H -0.270 -0.275 -1.320 0.2039
H -2.055 0.547 0.221 0.2938
H -0.771 1.357 1.148 0.2906
H -0.676 1.362 -1.628 0.2999
H 3.546 0.707 -0.181 0.4429
```

The total energy comes out at -7359.763 eV. Its HOMO energy is -10.027 eV. The calculation puts the molar mass at 84.1 g/mol. Its SMILES is C#C[C@@H](C)CO. The calculation puts the HOMO-LUMO gap at 10.97 eV.

---

Record 4
A cluster of 11 separate species, C11H22Cl22 in total at a distorted geometry, computed with the ωB97M-V functional and the def2-TZVPD basis.

XYZ file:
```
55
Properties=species:S:1:pos:R:3:mulliken_charge:R:1
C 0.363 2.769 3.980 -0.3410
Cl -1.345 2.844 4.521 -0.1497
Cl 0.708 1.097 3.503 -0.0441
H 0.451 3.356 3.079 0.1637
H 1.039 3.069 4.809 0.3436
C -1.116 4.208 -1.107 -0.0653
Cl -2.310 5.469 -1.620 -0.1828
Cl -1.388 3.736 0.592 -0.0964
H -1.365 3.335 -1.665 0.0448
H -0.114 4.499 -1.247 0.2888
C 2.700 -4.065 0.100 0.3343
Cl 4.048 -3.924 1.229 -0.1642
Cl 3.217 -4.231 -1.623 -0.1640
H 2.210 -4.990 0.353 0.3626
H 2.123 -3.140 0.215 -0.4013
C 2.845 -1.461 -3.443 0.1382
Cl 3.445 -0.204 -4.459 -0.1753
Cl 1.157 -1.680 -3.708 -0.0810
H 3.303 -2.393 -3.658 0.3286
H 3.075 -1.206 -2.418 -0.2385
C -4.623 0.040 -3.482 0.3274
Cl -4.940 1.749 -3.054 -0.1383
Cl -6.034 -0.915 -3.621 -0.1434
H -3.989 0.026 -4.386 0.3492
H -3.996 -0.426 -2.702 -0.4048
C 2.495 2.192 -1.882 0.3591
Cl 1.739 3.094 -3.190 -0.1363
Cl 2.113 2.976 -0.256 -0.1778
H 2.022 1.207 -1.843 -0.4124
H 3.623 2.165 -1.992 0.3639
C -0.429 0.395 -0.227 -0.1904
Cl 0.970 -0.663 -0.284 0.1815
Cl -1.252 0.138 -1.810 -0.1080
H -1.147 -0.059 0.535 0.2524
H -0.076 1.398 -0.062 0.0010
C -5.535 1.212 1.352 -0.4411
Cl -4.029 1.902 0.847 -0.0079
Cl -6.163 0.083 0.117 -0.1453
H -5.269 0.614 2.236 0.2859
H -6.292 1.973 1.439 0.3072
C -2.366 -3.204 -0.697 0.2662
Cl -0.902 -3.876 -1.477 -0.1323
Cl -2.102 -2.755 0.980 -0.1337
H -2.615 -2.325 -1.246 -0.4013
H -3.127 -3.962 -0.762 0.4032
C 2.001 -2.326 4.154 -0.2018
Cl 0.889 -2.452 2.771 -0.0193
Cl 1.445 -3.413 5.452 -0.1833
H 2.994 -2.592 3.863 0.2191
H 1.998 -1.293 4.539 0.1716
C 3.781 0.474 1.489 0.3595
Cl 4.680 -0.089 2.878 -0.1639
Cl 4.537 0.021 -0.067 -0.1688
H 2.792 0.026 1.445 -0.2839
H 3.761 1.577 1.510 0.2460
```

The total energy comes out at -287257.564 eV. Its HOMO energy is -10.696 eV. The calculation puts the molar mass at 934.3 g/mol. Its SMILES is ClCCl.ClCCl.ClCCl.ClCCl.ClCCl.ClCCl.ClCCl.ClCCl.ClCCl.ClCCl.ClCCl. The calculation puts the HOMO-LUMO gap at 10.90 eV.

---

Record 5
An isolated molecule of C3H6N2 at a distorted geometry, computed with the ωB97M-V functional and the def2-TZVPD basis.

XYZ file:
```
11
Properties=species:S:1:pos:R:3:mulliken_charge:R:1
C 0.078 0.352 -0.455 -0.6135
N -0.468 -0.540 0.565 -0.3012
N -1.971 -0.437 0.701 -0.6030
C 1.536 0.212 -0.353 -0.4845
C 2.733 0.117 -0.308 0.2212
H -0.392 -0.076 1.542 0.3108
H -2.523 -1.268 0.462 0.2358
H -2.316 0.150 -0.064 0.2288
H -0.257 0.051 -1.455 0.2754
H -0.213 1.395 -0.274 0.3114
H 3.795 0.044 -0.360 0.4187
```

The total energy comes out at -6184.732 eV. Its HOMO energy is -9.209 eV. The calculation puts the molar mass at 70.1 g/mol. Its SMILES is C#CCNN. The calculation puts the HOMO-LUMO gap at 10.20 eV.

---

Record 6
A cluster of 2 separate species, C12H17N in total at a distorted geometry, computed with the ωB97M-V functional and the def2-TZVPD basis.

XYZ file:
```
30
Properties=species:S:1:pos:R:3:mulliken_charge:R:1
C -1.766 -2.754 1.061 0.6282
C -2.686 -1.921 1.954 -1.2522
C -0.829 -3.575 1.946 -1.3634
H -2.239 -3.489 0.391 0.3265
H -1.328 -2.029 0.379 -0.4359
H -2.440 -0.852 1.979 0.3533
H -2.557 -2.121 3.040 0.3246
H -1.386 -3.888 2.827 0.4063
H -0.101 -4.304 1.607 0.3576
H -3.718 -2.262 1.857 0.3231
H -0.208 -2.813 2.454 0.3393
C -0.056 3.758 -0.898 -1.4040
C 0.295 0.069 -0.871 -0.5606
C 0.788 1.391 -0.532 1.2129
C -0.204 2.278 -1.047 0.7900
C -1.181 1.614 -1.674 -0.8928
C 1.006 -0.944 -0.299 -0.3492
C 2.245 -0.760 0.297 -0.6280
C 2.857 0.491 0.347 -0.8683
C 1.996 1.579 0.126 -0.3231
N -0.900 0.203 -1.515 -0.0499
H 0.746 -1.992 -0.346 0.4875
H 2.865 -1.592 0.618 0.3523
H -1.485 -0.390 -2.085 0.2502
H 3.836 0.597 0.781 0.3654
H -1.969 1.958 -2.305 0.4069
H 2.373 2.537 0.459 0.2775
H -0.991 4.281 -0.703 0.3482
H 0.378 4.284 -1.778 0.2662
H 0.657 3.978 -0.111 0.3116
```

The total energy comes out at -14208.641 eV. Its HOMO energy is -7.888 eV. The calculation puts the molar mass at 175.3 g/mol. Its SMILES is Cc1c[nH]c2ccccc12.CCC. The calculation puts the HOMO-LUMO gap at 8.81 eV.